# 1
This record from the Open Molecules 2025 dataset describes a 2-piece molecular cluster, C9H17N4 overall at a distorted geometry. The level of theory is the ωB97M-V functional and the def2-TZVPD basis.

XYZ file:
```
30
Properties=species:S:1:pos:R:3:forces:R:3
C -0.693910 -0.599040 -2.190430 -1.570 -0.446 0.041
C -1.179104 -2.996501 -2.636239 -1.567 -1.583 -0.488
C -1.562956 -1.521572 -2.979593 0.332 -0.920 -0.364
C -0.073276 2.026030 2.398907 3.169 2.848 -1.825
C 1.363395 1.454435 2.346507 0.778 1.999 0.562
C -0.425139 2.285860 0.900268 -1.176 -1.201 3.062
C 1.609720 0.978119 0.946858 -2.251 2.352 -0.057
C -0.394156 -2.311511 -0.523962 1.080 1.925 -1.076
C 2.661591 0.381142 0.458570 -1.080 -0.475 -2.291
N -0.341872 -0.897873 -0.991610 0.108 -0.306 -1.260
N -0.598491 -3.215907 -1.341242 -0.978 -1.253 -0.176
N 0.067370 -2.372673 0.720012 1.839 2.361 2.818
N 0.466366 1.517427 0.112301 2.094 -2.262 0.152
H -0.496823 0.383728 -2.566558 0.337 0.557 0.049
H -0.591808 -3.598259 -3.366272 0.485 1.387 0.125
H -2.634969 -1.205069 -2.938540 0.516 -0.483 1.303
H -1.551110 -1.426050 -4.053225 1.135 0.517 -0.557
H -0.664471 1.432538 2.963872 -2.308 -2.120 1.156
H -0.088248 3.012268 2.885785 0.120 -0.398 0.079
H 2.124595 2.312458 2.614182 -1.245 -1.903 -0.481
H 1.433051 0.646794 3.042653 0.520 -0.369 0.627
H -1.473373 2.056981 0.915044 -0.687 -0.663 -1.197
H -0.384357 3.304137 0.741159 0.497 2.197 -0.687
H 2.769324 0.122002 -0.588818 -0.173 0.206 -0.131
H -2.078659 -3.662219 -2.773925 0.286 0.902 0.798
H 3.445126 0.068931 1.030999 1.876 -0.642 1.755
H 0.134599 -3.255025 1.167509 0.011 -0.757 0.144
H 0.697280 -1.590373 1.183870 -1.904 -2.162 -1.722
H 0.180406 -0.149528 -0.482350 -0.408 0.214 0.250
H 0.865549 2.018703 -0.649206 0.164 0.480 -0.610
```
Positions in Å, forces in eV/Å.

Calculated values
Energy relative to the best compared isomer or geometry (same formula, charge and spin) (eV): 1.429
Total energy (eV): -15560.5703
Frontier orbital gap (eV): 8.31
Highest occupied orbital energy (eV): -12.55
Net charge: +1

What are the Löwdin partial charges on each atom? They are as follows, in elementary charge units:
1 C 0.03
2 C -0.19
3 C -0.10
4 C -0.13
5 C -0.12
6 C -0.19
7 C -0.32
8 C -0.43
9 C 0.06
10 N 0.19
11 N 0.11
12 N 0.16
13 N -0.02
14 H 0.14
15 H 0.13
16 H 0.15
17 H 0.12
18 H 0.07
19 H 0.12
20 H 0.17
21 H 0.10
22 H 0.11
23 H 0.10
24 H 0.08
25 H 0.13
26 H 0.05
27 H 0.11
28 H 0.16
29 H 0.09
30 H 0.12

---

# 2
This record from the Open Molecules 2025 dataset describes a 2-piece molecular cluster, C10H16 overall at a distorted geometry. The level of theory is the ωB97M-V functional and the def2-TZVPD basis.

XYZ file:
```
26
Properties=species:S:1:pos:R:3:forces:R:3
C -0.731984 -3.169019 2.114411 -1.157 -0.858 -1.973
C -0.601785 -1.664277 2.285835 3.286 0.874 0.748
C -2.281910 -3.458762 1.914102 3.079 -1.841 -0.792
H -0.310122 -3.430218 3.090569 -0.347 -1.223 -0.401
H -0.143829 -3.754436 1.237250 -0.963 1.971 1.998
H -0.854465 -1.390160 3.413553 0.972 -0.326 -2.431
H 0.488412 -1.467590 1.906321 -1.239 0.075 1.848
H -2.638043 -3.666438 2.839330 -1.739 0.640 3.205
H -1.031795 -0.916955 1.658990 -1.496 -0.076 -0.719
H -2.499358 -4.462271 1.538581 0.327 0.213 -1.087
H -2.729807 -2.672227 1.369402 -0.715 0.566 -0.414
C 1.488000 -0.047698 -1.896220 0.624 -2.195 0.944
C 0.285615 4.002499 -1.269221 1.713 -4.190 -0.930
C 1.454360 3.692531 -2.016404 0.762 -0.669 1.047
C -0.457565 2.951196 -0.741848 0.948 -0.469 -1.462
C 1.906134 2.383198 -2.257872 -2.227 -0.120 1.346
C -0.105271 1.604036 -0.983397 -0.741 1.445 0.427
C 1.060489 1.350512 -1.685720 1.790 0.396 -1.532
H 0.063241 4.970048 -1.109578 -0.853 3.145 0.665
H 2.218425 4.441594 -2.112164 -0.198 0.763 -0.786
H -1.352560 3.122551 -0.224431 -1.081 0.436 0.782
H 2.850546 2.149658 -2.814895 -1.118 0.217 0.772
H -0.857954 0.869698 -0.590020 1.390 0.244 -0.535
H 2.522480 -0.290139 -2.254144 -0.924 0.900 -0.189
H 0.753307 -0.585006 -2.503813 0.222 -0.072 -0.065
H 1.505451 -0.562325 -0.908611 -0.314 0.153 -0.467
```
Positions in Å, forces in eV/Å.

Calculated values
Energy relative to the best compared isomer or geometry (same formula, charge and spin) (eV): 2.546
Total energy (eV): -10627.1981
Frontier orbital gap (eV): 9.85
Structure (SMILES): Cc1ccccc1.CCC
Highest occupied orbital energy (eV): -8.90
Net charge: 0

What are the Löwdin partial charges on each atom? They are as follows, in elementary charge units:
1 C -0.31
2 C -0.18
3 C -0.11
4 H 0.08
5 H 0.14
6 H 0.12
7 H 0.09
8 H 0.02
9 H 0.02
10 H 0.07
11 H 0.05
12 C -0.09
13 C -0.08
14 C -0.09
15 C -0.08
16 C -0.03
17 C -0.05
18 C -0.30
19 H 0.06
20 H 0.09
21 H 0.08
22 H 0.12
23 H 0.12
24 H 0.09
25 H 0.08
26 H 0.08

---

# 3
This record from the Open Molecules 2025 dataset describes an isolated molecule of C3H5NO2. The level of theory is the ωB97M-V functional and the def2-TZVPD basis.

XYZ file:
```
11
Properties=species:S:1:pos:R:3:forces:R:3
O 0.005138 2.353647 0.070598 -0.257 -0.302 -0.281
C -0.643901 1.574639 -0.586376 0.179 0.171 0.154
C -0.435264 0.083014 -0.542669 -0.050 0.046 -0.020
N 0.617767 -0.245714 0.377470 -0.015 -0.112 0.066
C 0.747728 -1.505706 0.863726 -0.051 -0.051 -0.081
O 0.068558 -2.446672 0.500530 0.216 0.302 0.127
H -1.440479 1.924185 -1.272899 0.099 -0.033 0.087
H -1.376462 -0.401281 -0.247360 0.094 0.065 -0.049
H -0.223868 -0.272934 -1.562122 -0.043 0.070 0.106
H 1.135117 0.527090 0.774665 -0.059 -0.127 -0.007
H 1.545665 -1.590269 1.624436 -0.113 -0.028 -0.102
```
Positions in Å, forces in eV/Å.

Calculated values
Energy relative to the best compared isomer or geometry (same formula, charge and spin) (eV): 0.747
Total energy (eV): -8776.9476
Frontier orbital gap (eV): 11.02
Structure (SMILES): O=CCNC=O
Highest occupied orbital energy (eV): -10.20
Net charge: 0

What are the Löwdin partial charges on each atom? They are as follows, in elementary charge units:
1 O 0.05
2 C -0.23
3 C -0.16
4 N 0.02
5 C -0.36
6 O 0.02
7 H 0.13
8 H 0.14
9 H 0.14
10 H 0.13
11 H 0.13

---

The records above yield lowest unoccupied orbital energy values of -4.2; 0.9; 0.8 eV, respectively.